This record from OMol25 describes a cluster of 2 separate species, C2H9N4O in total. The level of theory is the ωB97M-V functional and the def2-TZVPD basis.

Summary:
energy relative to the best compared isomer or geometry (same formula, charge and spin)	0.000	eV
orbital gap	8.19	eV
HOMO	-3.78	eV
F_max	0.78	eV/A
2S+1	1
net charge	-1

Atoms and positions in Å:
H -1.003 -1.973 -2.966
H 0.257 -2.689 -1.259
H 2.389 0.946 1.791
N -0.403 1.325 0.436
N 0.478 2.071 2.536
O 0.442 -0.679 -1.008
C 0.569 1.499 1.374
H 1.686 0.195 0.350
H -1.650 -0.761 -2.162
H -0.145 0.607 -0.306
N -1.418 -1.745 -2.069
H -1.336 1.497 0.753
N 1.792 0.984 0.985
C -0.335 -1.777 -1.040
H -0.863 -1.946 -0.081
H -0.461 2.444 2.665

---

This record from OMol25 describes a cluster of 2 separate species, C2H9N4O in total in a non-equilibrium geometry. The level of theory is the ωB97M-V functional and the def2-TZVPD basis.

Summary:
energy relative to the best compared isomer or geometry (same formula, charge and spin)	4.709	eV
orbital gap	9.42	eV
HOMO	-13.19	eV
F_max	4.91	eV/A
2S+1	1
net charge	+1

Atoms and positions in Å:
N 0.130 0.840 -0.884
H 1.589 -2.791 -0.645
N -0.077 -1.079 -2.314
H -0.006 -3.208 0.030
O 0.343 -1.270 -0.052
H -2.382 0.887 3.150
H 0.008 0.944 0.151
H -1.069 -2.942 -1.920
C 0.018 -0.463 -1.145
H -0.269 1.648 -1.383
N 0.526 -2.589 -0.525
H -1.038 1.460 3.807
C -0.064 -2.520 -1.870
H 0.542 -3.237 -2.530
N -1.419 1.083 2.967
H -1.428 1.809 2.232

---

This record from OMol25 describes a structure of composition C2H9N5 in a non-equilibrium geometry. The level of theory is the ωB97M-V functional and the def2-TZVPD basis.

Summary:
energy relative to the best compared isomer or geometry (same formula, charge and spin)	10.159	eV
orbital gap	9.32	eV
HOMO	-9.15	eV
F_max	6.13	eV/A
2S+1	1
net charge	0

Atoms and positions in Å:
H 3.054 -0.773 0.192
H -2.508 0.574 0.780
H 0.059 -1.334 1.437
H -2.218 0.434 -1.116
N -0.672 1.764 0.077
H 1.745 1.725 -0.016
N 1.377 0.685 0.521
H 1.239 -0.892 -1.152
N -0.597 -0.476 -0.283
N 0.025 -1.769 0.409
H 1.191 -1.433 -0.186
C -2.163 -0.291 -0.162
H -0.220 2.665 0.001
N 2.230 -0.136 -0.503
C 0.024 0.669 0.148
H -2.567 -1.414 -0.148

---

This record from OMol25 describes the ion C2H9N5 with charge +2 in a non-equilibrium geometry. The level of theory is the ωB97M-V functional and the def2-TZVPD basis.

Summary:
energy relative to the best compared isomer or geometry (same formula, charge and spin)	4.377	eV
orbital gap	8.78	eV
HOMO	-19.71	eV
F_max	4.05	eV/A
2S+1	1
net charge	+2

Atoms and positions in Å:
H -1.362 2.277 0.038
H 2.624 1.690 -0.268
N 0.334 0.824 -0.228
H -0.910 -2.177 -1.187
H 2.809 0.436 1.148
H 3.265 0.109 -0.687
H -2.894 1.506 -0.112
N -1.623 -0.826 0.041
N 1.250 0.089 0.010
H 1.264 -0.842 0.380
H -2.507 -1.053 0.435
H -1.019 -2.588 0.541
C -1.184 0.398 -0.011
N -1.921 1.452 0.001
C 2.580 0.593 0.011
N -0.704 -1.888 -0.112